{"formula": "C4H6N2O", "method": "ωB97M-V with the def2-TZVPD basis set", "gap_ev": 9.3985, "de_lowest_kj_mol": 188.7, "energy_ev": -9271.546, "fmax_ev_per_a": 0.464, "e_lumo_ev": 0.8739, "e_homo_ev": -8.5, "elements": ["C", "C", "C", "C", "N", "O", "N", "H", "H", "H", "H", "H", "H"], "xyz": [[-2.219, 0.186, 0.023], [-0.831, 0.018, -0.442], [0.249, 0.632, 0.229], [1.281, -0.170, -0.123], [2.492, -0.372, 0.457], [0.928, -1.019, -1.086], [-0.468, -0.930, -1.262], [-2.888, -0.475, -0.521], [-2.183, -0.091, 1.075], [-2.504, 1.234, -0.049], [0.203, 1.344, 1.038], [2.835, 0.434, 0.951], [3.143, -0.888, -0.108]]}